Version i
This record from the Open Molecules 2025 dataset describes a single C21H27N3O5S molecule. The level of theory is ωB97M-V/def2-TZVPD.

```
57
Properties=species:S:1:pos:R:3:nbo_charge:R:1
O 1.440 -0.233 -1.266 -0.6195
C 1.266 -1.425 -1.119 0.6570
N 1.042 -2.300 -2.118 -0.6006
C 0.972 -1.930 -3.531 -0.0327
C 2.348 -1.438 -3.987 -0.4083
C 2.407 -0.987 -5.446 -0.4042
C 1.703 0.350 -5.679 -0.4044
C 0.215 0.238 -6.023 -0.3928
C -0.561 -0.814 -5.225 -0.4012
C -0.160 -0.920 -3.754 -0.4242
C 1.294 -2.072 0.242 -0.0499
C 2.091 -3.138 0.477 -0.2797
C 2.199 -3.761 1.787 0.6200
O 2.883 -4.727 2.054 -0.5956
N 1.427 -3.158 2.765 -0.5628
C 0.608 -2.082 2.587 0.2097
C -0.130 -1.560 3.656 -0.2592
C -0.959 -0.479 3.456 -0.1435
C -1.057 0.087 2.191 -0.3675
S -2.144 1.478 1.897 2.3209
O -3.081 1.123 0.872 -0.9377
O -2.658 1.922 3.164 -0.9492
N -1.046 2.554 1.237 -0.6788
C -1.516 3.386 0.147 -0.2592
C -2.236 4.622 0.690 -0.0877
O -1.409 5.339 1.580 -0.5234
C -1.029 4.540 2.680 -0.0937
C -0.272 3.290 2.216 -0.2563
C -0.344 -0.405 1.126 -0.1273
C 0.510 -1.497 1.304 -0.0575
H 0.904 -3.268 -1.878 0.4078
H 0.724 -2.850 -4.073 0.1969
H 3.063 -2.251 -3.833 0.2043
H 2.645 -0.607 -3.346 0.2247
H 3.461 -0.877 -5.710 0.2140
H 1.987 -1.755 -6.097 0.1938
H 2.193 0.879 -6.499 0.2105
H 1.828 0.964 -4.786 0.1996
H 0.108 0.002 -7.084 0.2004
H -0.240 1.217 -5.863 0.2026
H -1.622 -0.563 -5.287 0.2152
H -0.441 -1.793 -5.693 0.1898
H -1.021 -1.265 -3.174 0.2131
H 0.132 0.052 -3.361 0.2273
H 2.709 -3.569 -0.296 0.2348
H 1.491 -3.570 3.689 0.4184
H -0.043 -2.015 4.631 0.2200
H -1.542 -0.054 4.258 0.2475
H -2.191 2.779 -0.455 0.2420
H -0.646 3.681 -0.447 0.2067
H -2.489 5.315 -0.115 0.1981
H -3.154 4.300 1.205 0.1714
H -0.395 5.169 3.307 0.1958
H -1.917 4.225 3.244 0.1896
H -0.082 2.626 3.060 0.2194
H 0.677 3.572 1.749 0.2101
H -0.438 0.070 0.164 0.2557
```

Computed properties:
Gap between HOMO and LUMO (eV): 8.55
Lowest unoccupied orbital energy (eV): -0.3
SMILES: O=C(NC1CCCCCC1)c1cc(=O)[nH]c2ccc(S(=O)(=O)N3CCOCC3)cc12
2S+1: 1

---

Version ii
This record from the Open Molecules 2025 dataset describes a single C21H27N3O5S molecule. The level of theory is ωB97M-V/def2-TZVPD.

```
57
Properties=species:S:1:pos:R:3:nbo_charge:R:1
C 9.770 1.975 -0.969 -0.6170
C 8.295 1.672 -1.185 -0.0626
O 7.791 1.122 0.017 -0.4964
C 6.492 0.732 0.070 0.2990
C 5.572 0.857 -0.966 -0.2930
C 4.266 0.430 -0.794 -0.1986
C 3.856 -0.145 0.400 0.1998
N 2.534 -0.601 0.528 -0.7163
C 1.808 -0.494 1.777 -0.3054
C 0.478 0.227 1.515 0.6450
O 0.385 1.433 1.488 -0.5831
N -0.547 -0.635 1.289 -0.4662
N -1.786 -0.200 0.976 -0.2246
C -2.649 -1.059 0.604 0.0620
C -4.001 -0.682 0.273 -0.1480
C -4.925 -1.650 -0.134 -0.1547
C -6.217 -1.298 -0.442 -0.2668
C -6.638 0.034 -0.353 0.3228
O -7.929 0.253 -0.692 -0.4972
C -8.504 1.550 -0.585 0.1017
C -8.839 1.878 0.870 -0.6354
C -9.762 1.526 -1.448 -0.6132
C -5.718 1.004 0.050 -0.2678
C -4.422 0.646 0.355 -0.1528
S 1.871 -1.537 -0.673 2.3201
C 0.855 -0.399 -1.660 -0.8774
O 0.987 -2.481 -0.037 -0.9745
O 2.911 -2.057 -1.503 -0.9204
C 4.779 -0.279 1.435 -0.2434
C 6.074 0.164 1.275 -0.2291
H 9.888 2.682 -0.153 0.2144
H 10.301 1.062 -0.714 0.2147
H 10.198 2.398 -1.873 0.2130
H 7.751 2.594 -1.435 0.1709
H 8.171 0.956 -2.008 0.1723
H 5.855 1.291 -1.912 0.2216
H 3.562 0.535 -1.603 0.2102
H 1.638 -1.486 2.209 0.2136
H 2.390 0.121 2.463 0.2485
H -0.323 -1.627 1.155 0.4074
H -2.392 -2.124 0.523 0.1600
H -4.620 -2.684 -0.206 0.2107
H -6.937 -2.037 -0.758 0.2249
H -7.807 2.298 -0.989 0.1712
H -7.949 1.838 1.493 0.2182
H -9.270 2.873 0.936 0.2145
H -9.557 1.156 1.251 0.2141
H -10.445 0.766 -1.079 0.2125
H -10.253 2.494 -1.418 0.2117
H -9.504 1.289 -2.477 0.2185
H -6.002 2.042 0.127 0.2115
H -3.707 1.390 0.668 0.2356
H 0.687 0.509 -1.095 0.2600
H -0.085 -0.891 -1.874 0.2531
H 1.390 -0.191 -2.577 0.2493
H 4.488 -0.740 2.366 0.2161
H 6.793 0.066 2.072 0.2249
```

Computed properties:
Gap between HOMO and LUMO (eV): 8.49
Lowest unoccupied orbital energy (eV): 0.5
SMILES: CCOc1ccc(N(CC(=O)N/N=C/c2ccc(OC(C)C)cc2)S(C)(=O)=O)cc1
2S+1: 1

---

It is version i that is the most stable of them.

---

Version i
This record from the Open Molecules 2025 dataset describes a gas-phase ion, C4H4N (charge +1). The level of theory is ωB97M-V/def2-TZVPD.

```
9
Properties=species:S:1:pos:R:3:nbo_charge:R:1
C 2.878 -0.272 0.219 0.3913
C -0.755 -0.030 0.008 -0.3338
C 0.590 0.083 -0.343 0.3140
C -2.052 0.259 -0.387 -0.1250
N 1.709 -0.182 0.183 -0.2968
H 3.876 -0.156 0.365 0.2716
H -0.863 -0.354 1.107 0.2994
H -2.513 -0.001 -1.387 0.2358
H -2.868 0.654 0.235 0.2435
```

Computed properties:
Gap between HOMO and LUMO (spin up / spin down) (eV): 7.49 / 6.56
Lowest unoccupied orbital energy (spin up / spin down) (eV): -6.9 / -7.0
Net charge: +1
2S+1: 1

---

Version ii
This record from the Open Molecules 2025 dataset describes a gas-phase ion, C4H4N (charge +1). The level of theory is ωB97M-V/def2-TZVPD.

```
9
Properties=species:S:1:pos:R:3:nbo_charge:R:1
C -1.613 1.621 -1.027 0.4570
N -0.701 1.086 -0.534 -0.1645
C 0.131 0.187 0.085 0.0151
C 0.324 -0.471 1.199 0.0151
C 0.989 -1.010 -0.009 -0.3741
H -2.151 2.278 -1.612 0.2862
H 0.297 -0.734 2.327 0.2988
H 2.198 -1.054 -0.010 0.2454
H 0.527 -1.902 -0.418 0.2211
```

Computed properties:
Gap between HOMO and LUMO (eV): 8.75
Lowest unoccupied orbital energy (eV): -6.0
Net charge: +1
SMILES: C#[N+]C1=CC1
2S+1: 1

---

It is version ii that is the most stable of them.

---

Version i
This record from the Open Molecules 2025 dataset describes 2 unconnected molecules or ions with the total composition C4H8BrN2. The level of theory is ωB97M-V/def2-TZVPD.

```
15
Properties=species:S:1:pos:R:3:nbo_charge:R:1
C -1.198 -1.596 -0.047 0.2371
C -0.497 0.289 -0.961 -0.0634
C -0.403 0.446 0.380 0.1840
C 0.072 1.653 1.117 -0.6570
N -0.870 -0.701 0.932 -0.4455
N -1.015 -0.949 -1.211 -0.4465
Br 2.937 -0.348 -1.478 -0.2135
H -1.672 -2.502 0.220 0.2556
H 4.195 -0.680 -1.093 0.2152
H -0.097 0.851 -1.703 0.2434
H -0.359 2.571 0.883 0.2623
H 1.166 1.532 1.012 0.2620
H -0.057 1.527 2.232 0.2390
H -0.801 -0.862 1.896 0.4474
H -1.400 -1.231 -2.179 0.4799
```

Computed properties:
Gap between HOMO and LUMO (eV): 10.59
Lowest unoccupied orbital energy (eV): -3.4
Net charge: +1
2S+1: 1

---

Version ii
This record from the Open Molecules 2025 dataset describes 2 unconnected molecules or ions with the total composition C4H8BrN2. The level of theory is ωB97M-V/def2-TZVPD.

```
15
Properties=species:S:1:pos:R:3:nbo_charge:R:1
C 0.333 2.071 0.180 -0.2627
C -1.875 0.858 -0.105 0.3971
C 1.431 1.028 -0.018 -0.6053
C -0.065 -2.647 -0.348 -0.0063
N -0.918 1.495 0.028 -0.2067
N -0.853 -2.072 0.439 -0.6704
Br -3.342 -0.042 -0.326 0.4456
H 0.419 2.878 -0.557 0.2574
H 1.426 0.649 -1.036 0.2246
H 2.393 1.497 0.172 0.2497
H 1.306 0.198 0.671 0.2346
H 0.234 -3.694 -0.314 0.1731
H 0.383 2.502 1.186 0.2592
H 0.371 -2.053 -1.145 0.1553
H -1.242 -2.669 1.171 0.3549
```

Computed properties:
Gap between HOMO and LUMO (eV): 10.18
Lowest unoccupied orbital energy (eV): -3.6
Net charge: +1
2S+1: 1

---

It is version i that is the most stable of them.

---

Version i
This record from the Open Molecules 2025 dataset describes 2 unconnected molecules or ions with the total composition C4H12OS2. The level of theory is ωB97M-V/def2-TZVPD.

```
19
Properties=species:S:1:pos:R:3:nbo_charge:R:1
C 1.213 -1.048 -1.171 -0.6212
C 1.351 -0.564 0.265 -0.5197
S 0.781 1.188 0.350 0.0759
S -1.225 0.901 0.316 0.0612
C -1.716 1.386 -1.386 -0.5224
C -2.958 2.292 -1.384 -0.6211
H 1.504 -2.107 -1.250 0.2096
H 0.192 -1.019 -1.556 0.2069
H 1.829 -0.494 -1.857 0.2119
H 0.916 -1.126 1.078 0.2284
H 2.434 -0.567 0.419 0.2169
H -1.822 0.525 -2.017 0.2071
H -0.848 1.911 -1.776 0.2217
H -2.882 2.912 -2.265 0.2157
H -3.848 1.679 -1.414 0.2094
H -2.969 2.921 -0.494 0.2196
O 2.454 -3.217 4.553 -0.9348
H 2.178 -2.400 5.000 0.4683
H 3.415 -3.173 4.588 0.4667
```

Computed properties:
Gap between HOMO and LUMO (eV): 9.20
Lowest unoccupied orbital energy (eV): 0.7
SMILES: CCSSCC.O
2S+1: 1

---

Version ii
This record from the Open Molecules 2025 dataset describes 2 unconnected molecules or ions with the total composition C4H12OS2. The level of theory is ωB97M-V/def2-TZVPD.

```
19
Properties=species:S:1:pos:R:3:nbo_charge:R:1
C -1.936 0.555 -1.756 -0.6245
C -0.500 1.031 -1.925 -0.5234
S 0.723 0.257 -0.830 0.0833
S 0.241 1.302 0.903 0.0538
C -0.344 -0.003 2.051 -0.5112
C 0.748 -0.907 2.589 -0.6212
H -2.621 1.254 -2.220 0.2135
H -2.060 0.319 -0.706 0.2137
H -2.100 -0.387 -2.283 0.2127
H -0.453 2.109 -1.775 0.2163
H -0.111 0.851 -2.927 0.2194
H -0.810 0.667 2.778 0.2221
H -1.088 -0.576 1.500 0.2102
H 0.253 -1.578 3.286 0.2125
H 1.451 -0.325 3.182 0.2193
H 1.207 -1.437 1.763 0.2022
O 0.133 -2.812 -0.893 -0.9281
H 1.030 -3.126 -1.057 0.4660
H 0.184 -2.521 0.024 0.4634
```

Computed properties:
Gap between HOMO and LUMO (eV): 9.02
Lowest unoccupied orbital energy (eV): 0.7
SMILES: CCSSCC.O
2S+1: 1

---

Version iii
This record from the Open Molecules 2025 dataset describes 2 unconnected molecules or ions with the total composition C4H12OS2. The level of theory is ωB97M-V/def2-TZVPD.

```
19
Properties=species:S:1:pos:R:3:nbo_charge:R:1
C 1.246 -0.317 -1.226 -0.6141
C 1.267 1.121 -0.627 -0.4220
C 0.114 2.054 -0.864 -0.4829
S -1.592 1.645 -0.180 -0.0256
S -2.644 -0.043 -0.322 0.1760
C -2.135 -0.936 1.058 -0.8267
H 0.755 -0.233 -2.180 0.2088
H 2.231 -0.679 -1.283 0.2142
H 0.715 -1.133 -0.797 0.1866
H 1.436 0.880 0.434 0.1989
H 2.256 1.591 -1.012 0.2180
H 0.509 2.975 -0.084 0.2492
H -0.264 2.275 -1.764 0.2171
H -2.762 -1.850 1.038 0.2375
H -0.985 -1.166 1.181 0.2280
H -2.557 -0.390 2.072 0.2242
O 0.813 -2.300 1.843 -0.9003
H 0.530 -2.265 0.919 0.4565
H 1.068 -1.228 1.794 0.4566
```

Computed properties:
Gap between HOMO and LUMO (eV): 9.00
Lowest unoccupied orbital energy (eV): 0.4
SMILES: CCCSSC.O
2S+1: 1

---

Version iv
This record from the Open Molecules 2025 dataset describes 2 unconnected molecules or ions with the total composition C4H12OS2. The level of theory is ωB97M-V/def2-TZVPD.

```
19
Properties=species:S:1:pos:R:3:nbo_charge:R:1
C -0.613 2.555 -2.672 -0.6267
C -1.718 1.415 -2.474 -0.5179
S -2.300 1.092 -0.744 0.0687
S -0.541 0.173 0.019 0.0870
C -1.290 -1.450 0.351 -0.5277
C -0.802 -1.829 1.740 -0.6206
H 0.213 2.233 -3.330 0.2190
H -0.075 2.751 -1.671 0.2142
H -1.137 3.453 -2.895 0.2122
H -1.321 0.546 -2.844 0.2057
H -2.588 1.540 -3.152 0.2190
H -2.351 -1.296 0.509 0.2222
H -1.278 -2.241 -0.325 0.2093
H -1.096 -2.888 1.795 0.2052
H -1.437 -1.389 2.487 0.2135
H 0.300 -1.704 1.963 0.2168
O 5.799 -1.040 3.423 -0.9296
H 6.142 -0.229 3.780 0.4653
H 6.095 -1.694 4.039 0.4644
```

Computed properties:
Gap between HOMO and LUMO (eV): 9.17
Lowest unoccupied orbital energy (eV): 0.7
SMILES: CCSSCC.O
2S+1: 1

---

It is version i that is the most stable of them.

---

Version i
This record from the Open Molecules 2025 dataset describes 2 unconnected molecules or ions with the total composition C2H4FNO2. The level of theory is ωB97M-V/def2-TZVPD.

```
10
Properties=species:S:1:pos:R:3:nbo_charge:R:1
C -1.685 -0.199 0.449 -0.4733
C 0.696 0.684 -0.594 0.3375
N 1.395 -0.464 -0.043 0.4323
O 1.314 -1.502 -0.649 -0.3792
O 1.963 -0.332 1.014 -0.3733
F 0.851 1.868 0.028 -0.2954
H -0.753 -0.527 0.923 0.1730
H -2.120 -0.847 -0.291 0.1864
H -2.165 0.675 0.880 0.1864
H 0.504 0.644 -1.718 0.2056
```

Computed properties:
Gap between HOMO and LUMO (spin up / spin down) (eV): 7.92 / 9.49
Lowest unoccupied orbital energy (spin up / spin down) (eV): -1.7 / -0.6
2S+1: 1

---

Version ii
This record from the Open Molecules 2025 dataset describes a single C2H4FNO2 molecule. The level of theory is ωB97M-V/def2-TZVPD.

```
10
Properties=species:S:1:pos:R:3:nbo_charge:R:1
N -0.909 1.257 0.244 -0.7756
C -0.801 -0.039 0.193 0.6074
O -1.998 -0.906 0.302 -0.6982
C 0.577 -0.746 -0.107 0.4036
O 1.266 -0.065 -1.037 -0.6794
F 1.161 -0.506 1.236 -0.4057
H -0.102 1.926 0.272 0.4354
H -1.890 1.456 0.431 0.4385
H 0.592 -1.793 -0.302 0.1788
H 2.104 -0.585 -1.232 0.4952
```

Computed properties:
Gap between HOMO and LUMO (eV): 9.95
Lowest unoccupied orbital energy (eV): 0.4
SMILES: NC(=O)[C@@H](O)F
2S+1: 1

---

It is version ii that is the most stable of them.